Density functional theory data (ωB97M-V/def2-TZVPD) for a structure of composition C60H54N2OP3ReSi.

The value obtained for the total energy is -105976.0762 eV. The orbital gap (spin up / spin down) comes out at 6.23 / 4.65 eV. The calculation puts the LUMO energy (spin up / spin down) at -8.1 / -9.7 eV. Its spin multiplicity is 4. As for the net charge: +3. The expectation value of S² is 3.777. The calculation puts the HOMO energy (spin up / spin down) at -14.31 / -14.31 eV.

Each line ends with the Löwdin charge.
Positions of all 122 atoms, in Å:
Re: 0.64912 -0.10517 -0.23367  1.129
C: 3.48170 -4.20408 3.59395  -0.045
C: 4.19084 -3.05345 3.27247  -0.057
C: 3.52234 -1.93012 2.80730  -0.067
C: 2.13362 -1.95527 2.67753  -0.334
C: 1.41989 -3.11504 2.99758  -0.092
C: 2.09747 -4.23546 3.45397  -0.048
P: 1.19523 -0.50845 2.12454  0.981
C: 2.18371 0.96847 2.46660  -0.382
C: 3.31326 1.19406 1.65985  -0.127
C: 4.10226 2.31657 1.86102  -0.045
C: 3.76023 3.23086 2.85482  -0.033
C: 2.62394 3.03183 3.62699  -0.035
C: 1.82667 1.90540 3.43536  -0.078
C: -0.28227 -0.48569 3.15763  -0.379
C: -0.16426 -0.59355 4.54734  -0.067
C: -1.31002 -0.64748 5.32264  -0.024
C: -2.56294 -0.60901 4.71394  -0.031
C: -2.67547 -0.50634 3.33617  -0.085
C: -1.53430 -0.43880 2.53722  -0.279
Si: -1.55874 -0.74308 0.70259  0.644
C: -1.50692 -2.63528 0.64172  -0.290
C: -2.50290 -3.37257 1.29218  -0.058
C: -2.39757 -4.74989 1.43580  -0.021
C: -1.30157 -5.43229 0.91141  -0.029
C: -0.31883 -4.73662 0.23155  -0.077
C: -0.41030 -3.34681 0.11806  -0.393
P: 0.74634 -2.42830 -0.89814  0.961
C: 2.48901 -2.78481 -0.63408  -0.357
C: 3.39753 -1.86986 -1.19004  -0.146
C: 4.76438 -2.07756 -1.07004  -0.052
C: 5.23207 -3.18690 -0.37638  -0.033
C: 4.33560 -4.06519 0.21988  -0.047
C: 2.96834 -3.86862 0.09815  -0.071
C: 0.32765 -2.83636 -2.61484  -0.318
C: -0.87970 -3.46860 -2.91005  -0.080
C: -1.20061 -3.77457 -4.22591  -0.044
C: -0.32683 -3.44662 -5.25334  -0.039
C: 0.88892 -2.83816 -4.96325  -0.060
C: 1.21848 -2.53596 -3.65216  -0.090
C: -2.56665 0.05336 -0.58917  -0.268
C: -2.89595 -0.90136 -1.58590  -0.107
C: -3.39015 -0.53927 -2.81754  -0.049
C: -3.51428 0.81198 -3.11001  -0.032
C: -3.19153 1.76526 -2.15605  -0.131
C: -2.76217 1.43726 -0.86430  -0.367
P: -2.57558 3.02707 0.08341  1.098
C: -2.54010 2.80274 1.90730  -0.378
C: -1.44448 3.31073 2.60713  -0.133
C: -1.45944 3.41155 3.99589  -0.073
C: -2.59342 3.03800 4.70323  -0.054
C: -3.70667 2.56503 4.01906  -0.062
C: -3.67714 2.44683 2.63753  -0.091
C: -4.27614 3.69942 -0.04133  -0.407
C: -4.40211 5.05130 0.25719  -0.100
C: -5.64866 5.66313 0.25025  -0.058
C: -6.78125 4.92999 -0.06953  -0.058
C: -6.66580 3.57924 -0.36781  -0.058
C: -5.41695 2.96589 -0.35559  -0.104
H: 4.00591 -5.07303 3.97209  0.124
H: 5.26675 -3.02285 3.39899  0.125
H: 4.08893 -1.03638 2.58504  0.100
H: 0.33716 -3.13731 2.92518  0.109
H: 1.54214 -5.12777 3.71865  0.122
H: 3.58381 0.48005 0.88456  0.091
H: 4.98712 2.47698 1.25664  0.120
H: 4.38469 4.09994 3.02653  0.125
H: 2.36030 3.74960 4.39534  0.123
H: 0.93717 1.76464 4.03814  0.094
H: 0.81236 -0.66353 5.01602  0.129
H: -1.23021 -0.72993 6.40012  0.126
H: -3.45791 -0.66917 5.32232  0.128
H: -3.66313 -0.50347 2.88479  0.120
H: -3.37554 -2.86994 1.69940  0.116
H: -3.17501 -5.29676 1.95648  0.126
H: -1.22713 -6.50844 1.01774  0.127
H: 0.49307 -5.28173 -0.23328  0.118
H: 3.03987 -0.99542 -1.72669  0.071
H: 5.46296 -1.38418 -1.52143  0.118
H: 6.29765 -3.36270 -0.29329  0.125
H: 4.70309 -4.91053 0.78880  0.126
H: 2.29053 -4.55151 0.58984  0.093
H: -1.55536 -3.76953 -2.12101  0.103
H: -2.12837 -4.28886 -4.44471  0.123
H: -0.58346 -3.68253 -6.27925  0.123
H: 1.59042 -2.62003 -5.75990  0.116
H: 2.18845 -2.10447 -3.44278  0.087
H: -2.76638 -1.95291 -1.37164  0.079
H: -3.65895 -1.29524 -3.54515  0.119
H: -3.87819 1.12980 -4.07996  0.123
H: -3.30891 2.81236 -2.41078  0.110
H: -0.60229 3.71991 2.05535  0.087
H: -0.60807 3.83447 4.51851  0.108
H: -2.62810 3.15942 5.77956  0.120
H: -4.60878 2.31470 4.56501  0.122
H: -4.56509 2.11206 2.11207  0.112
H: -3.51869 5.63768 0.49181  0.106
H: -5.73231 6.71709 0.48428  0.115
H: -7.75192 5.41086 -0.09328  0.117
H: -7.54913 2.99908 -0.60497  0.113
H: -5.34967 1.90709 -0.58356  0.104
O: 0.32800 1.95376 0.33950  -0.185
H: 0.49601 2.21773 1.26533  0.054
H: 0.44682 2.72998 -0.22590  0.093
N: 0.67656 0.68073 -2.13804  0.041
C: 1.01525 1.31633 -3.06644  -0.177
N: 1.36954 2.01826 -4.06563  -0.036
C: 2.15752 3.28389 -3.89565  -0.092
C: 3.60880 2.99212 -4.23021  -0.165
C: 3.73623 2.40548 -5.64221  -0.171
C: 2.85513 1.16325 -5.82570  -0.166
C: 1.41028 1.44594 -5.45533  -0.087
H: 2.01177 3.66908 -2.88906  0.126
H: 1.72761 3.99841 -4.59648  0.141
H: 4.01125 2.28577 -3.49597  0.117
H: 4.17927 3.91669 -4.14276  0.128
H: 4.77538 2.14634 -5.83665  0.123
H: 3.45240 3.16479 -6.37639  0.128
H: 3.23437 0.33789 -5.21300  0.115
H: 2.87786 0.83127 -6.86427  0.129
H: 0.77240 0.56595 -5.49392  0.126
H: 0.98085 2.20945 -6.10294  0.140